[1]
Here is the molecule C16H15FN4OS from the Open Molecules 2025 dataset. Energies are from ωB97M-V with the def2-TZVPD basis set.

The geometry in XYZ format:
```
38
Properties=species:S:1:pos:R:3:forces:R:3:mulliken_charge:R:1
N 4.6719 -0.8016 5.6962 1.1903 -1.0747 -0.5757 -0.42
C 3.7542 -0.5687 4.7375 -0.6169 -0.1654 0.2765 0.49
N 2.8278 0.3040 4.9539 -0.1730 0.6066 -0.7175 -0.76
C 1.9956 0.4106 3.8504 0.1218 -1.2905 -0.3995 -0.43
C 2.2423 -0.5179 2.8665 0.3945 0.7381 0.8557 0.80
S 3.6751 -1.4917 3.2310 -0.7624 1.1750 0.7218 -0.27
C 1.4680 -0.6741 1.6260 0.2060 0.5838 -0.5299 -0.67
C 0.7024 0.6413 1.3610 0.6197 -0.7762 -0.3404 -0.25
N -0.1644 0.3769 0.2056 -2.2498 0.0696 -0.0798 -0.18
C 0.1812 0.6656 -1.0903 3.2370 1.0979 1.4326 0.32
O 1.3041 1.1626 -1.2927 -1.4081 -0.4748 -0.2024 -0.67
C -0.6848 0.3634 -2.2039 -1.7755 -0.5752 -1.2315 0.37
C -0.6592 0.8922 -3.4720 -0.4639 -0.5408 -0.0965 -1.10
C -1.7270 0.2347 -4.2039 -0.7242 -0.2669 0.3826 0.85
C -2.3006 0.3711 -5.4637 -0.0053 0.1242 -0.6321 -0.44
C -3.3579 -0.4234 -5.9008 1.6157 0.9224 0.4717 0.15
F -3.7378 -0.2279 -7.1922 -0.4144 -0.3987 0.5947 -0.32
C -3.9288 -1.3652 -5.0548 -0.4343 0.1427 0.2396 -0.39
C -3.4539 -1.4716 -3.7416 -0.2947 -0.4905 -0.0369 -0.81
C -2.3740 -0.6836 -3.3346 0.4101 0.5444 -0.4020 0.21
N -1.7416 -0.5602 -2.1310 0.2982 -0.2321 1.1496 -0.07
C -0.0385 1.0830 2.6074 -1.0611 0.4651 0.0356 -0.82
C 0.8843 1.4474 3.7788 0.5117 -1.1075 -0.4394 -0.54
H 4.5148 -0.3360 6.5652 0.0707 -0.0704 0.3491 0.24
H 5.1988 -1.6665 5.6287 -0.1504 0.5375 0.4889 0.23
H 2.1035 -0.9594 0.7623 -0.4213 0.3081 0.3665 0.43
H 0.7190 -1.4360 1.7646 -0.3612 -0.5963 -0.1201 0.24
H 1.4222 1.4261 1.1571 0.0677 0.0630 -0.6791 0.34
H -1.1508 0.1013 0.3997 1.3344 0.4343 -0.1282 0.33
H 0.0242 1.6372 -3.8637 -0.1054 -0.2118 0.2676 0.47
H -1.9276 1.1431 -6.1055 0.1511 0.1469 -0.5439 0.42
H -4.8083 -1.9032 -5.4084 0.3428 -0.1327 0.2269 0.40
H -3.9126 -2.1947 -3.0481 0.2028 0.4687 -0.4103 0.31
H -2.0201 -1.0615 -1.2963 0.2826 0.0960 -0.3354 0.20
H -0.7277 1.9189 2.3661 0.4613 -0.2871 0.0854 0.34
H -0.6753 0.2687 2.9261 -0.3445 -0.4027 0.1929 0.36
H 1.3675 2.3927 3.5903 0.0521 0.5840 0.0757 0.30
H 0.3340 1.5028 4.7289 0.1959 -0.0138 -0.3131 0.35
```
Forces are in eV/Å.

Output
* Kohn-Sham gap: 8.2 eV
* SMILES: Nc1nc2c(s1)C[C@@H](NC(=O)c1cc3cc(F)ccc3[nH]1)CC2



[2]
Here is a cluster of 2 separate species, C4H12 in total from the Open Molecules 2025 dataset. Energies are from ωB97M-V with the def2-TZVPD basis set.

The geometry in XYZ format:
```
16
Properties=species:S:1:pos:R:3:forces:R:3:mulliken_charge:R:1
C -1.2609 1.5483 0.9497 0.2340 0.2579 0.1165 -0.87
C -2.1015 0.3781 0.4402 -0.8512 0.2835 0.8719 -0.82
H -0.9690 1.4370 1.9971 0.0762 -0.3381 -0.0975 0.28
H -0.3495 1.6298 0.3584 0.0516 0.2331 0.1127 0.26
H -1.7684 2.5154 0.9609 -0.0957 -0.1019 -0.4972 0.32
H -3.1706 0.6113 0.4712 0.0794 0.0326 0.0741 0.32
H -1.9107 0.0761 -0.5729 0.4032 -0.0520 -0.4321 0.25
H -1.9747 -0.4719 1.1046 0.0926 -0.2831 -0.1561 0.27
C 1.7115 -1.0361 -1.4735 -0.3644 0.2904 -0.3057 -0.85
C 1.6251 -0.8806 0.0551 1.1398 -1.5669 -0.4666 -0.66
H 2.4709 -0.3994 -1.9293 -0.0139 0.0879 0.1433 0.27
H 1.9446 -2.0563 -1.7783 0.1117 -0.0377 0.2080 0.29
H 0.7831 -0.8018 -1.9799 -0.3212 0.1208 -0.0414 0.26
H 0.8077 -0.3378 0.4939 -0.1517 0.5914 -0.2219 0.11
H 1.5492 -1.8991 0.4500 -0.1042 0.1383 0.2406 0.28
H 2.6089 -0.5375 0.3763 -0.2861 0.3440 0.4512 0.27
```
Forces are in eV/Å.

Output
* Kohn-Sham gap: 12.8 eV
* SMILES: CC.CC
* relative energy (zero: lowest compared OMol25 entry of this formula, charge and spin): 32.5 kJ/mol



[3]
Here is a structure of composition C3H8NO6RbS from the Open Molecules 2025 dataset. Energies are from ωB97M-V with the def2-TZVPD basis set.

The geometry in XYZ format:
```
20
Properties=species:S:1:pos:R:3:forces:R:3:mulliken_charge:R:1
Rb 3.3338 1.0277 -1.1820 0.4232 0.2935 0.6626 1.00
N 5.5543 2.3091 2.0238 1.6064 -0.0839 0.1397 0.85
O 5.9559 3.3903 2.4860 -0.6778 -0.4683 -0.1826 -0.57
O 5.8086 1.2311 2.5957 -0.5711 0.3389 -0.1062 -0.62
O 4.9990 2.2837 0.8834 -0.8267 -0.0889 -0.4849 -0.64
O -1.0573 1.3971 0.0739 -0.0777 -0.2154 -0.8729 -0.63
S -0.7610 0.4887 -0.9973 0.2349 -1.2583 0.7340 1.22
O 0.5674 0.4645 -1.5544 -0.2263 0.0520 0.0235 -0.64
O -0.9889 -1.0266 -0.4648 0.2690 1.2950 -0.5028 -0.30
C -2.1550 -1.2516 0.3634 -0.0532 -0.4039 0.5853 -0.27
C -1.8950 -2.5330 1.1765 -0.5754 0.3940 -1.0692 -1.05
C -1.9262 0.5766 -2.3426 -0.6490 1.0095 0.4033 -0.96
H -3.0292 -1.3501 -0.2815 0.0234 0.0313 -0.0679 0.31
H -2.2823 -0.4040 1.0337 -0.0622 0.0772 -0.1498 0.37
H -2.7583 -3.1917 1.0855 -0.0694 0.0511 0.2932 0.31
H -1.7184 -2.2725 2.2122 0.3442 -0.3281 0.0757 0.30
H -1.0853 -3.0582 0.6730 0.2659 -0.0278 0.4788 0.29
H -2.7519 1.2090 -2.0053 -0.0070 -0.2255 0.1495 0.35
H -2.3103 -0.4049 -2.5940 0.2798 -0.1138 -0.0966 0.30
H -1.5000 1.1148 -3.1853 0.3490 -0.3286 -0.0127 0.39
```
Forces are in eV/Å.

Output
* Kohn-Sham gap: 6.6 eV
* relative energy (zero: lowest compared OMol25 entry of this formula, charge and spin): 0.0 kJ/mol



[4]
Here is a structure of composition AlF4H6INOP2 from the Open Molecules 2025 dataset. Energies are from ωB97M-V with the def2-TZVPD basis set.

The geometry in XYZ format:
```
16
Properties=species:S:1:pos:R:3:forces:R:3:mulliken_charge:R:1
N -0.3364 0.8824 1.9195 -0.1603 -0.4021 -0.0905 -0.52
P 0.8673 -0.3092 2.0991 0.3252 0.0678 0.7897 0.07
O 0.1137 -1.7679 1.8763 0.0117 0.1097 -0.1648 -0.48
P 1.8793 -0.0292 0.0835 -1.4557 -0.0380 0.9343 0.01
I 2.6892 0.2649 -2.3594 0.6579 0.1200 -0.9492 -0.40
H -1.0063 0.6545 1.1864 0.0572 0.3019 -0.1839 0.19
H -0.8512 1.0164 2.7781 0.0120 0.1285 0.0885 0.29
H -0.4390 -1.7319 1.0819 -0.0615 -0.1479 -0.2005 0.35
H 3.1593 0.0899 0.6112 0.2066 -0.0786 -0.1951 0.16
H 1.2002 1.1705 -0.0974 0.2516 0.2443 -0.1112 0.13
H 1.3733 -1.2531 -0.3465 0.6128 -0.2519 -0.0559 0.13
F -0.4927 -0.3971 -0.8020 -0.1243 -0.1770 0.3437 -0.24
Al -1.7329 0.2118 -1.8012 -0.3440 0.0989 -0.3438 0.44
F -3.1025 0.2443 -0.8348 -0.2018 -0.0109 0.3546 -0.39
F -1.9729 -0.8035 -3.1014 0.0298 -0.2759 -0.2151 -0.37
F -1.3484 1.7572 -2.2934 0.1828 0.3111 -0.0008 -0.37
```
Forces are in eV/Å.

Output
* net charge: -1
* Kohn-Sham gap: 7.9 eV
* relative energy (zero: lowest compared OMol25 entry of this formula, charge and spin): 0.0 kJ/mol



[5]
Here is the molecule C5H6O from the Open Molecules 2025 dataset. Energies are from ωB97M-V with the def2-TZVPD basis set.

The geometry in XYZ format:
```
12
Properties=species:S:1:pos:R:3:forces:R:3:mulliken_charge:R:1
C -1.7938 0.0892 -0.5287 -0.0238 0.0113 -0.0864 -1.08
C -0.7866 -0.3483 0.5222 -0.5951 0.0653 0.0016 -0.10
C 0.9808 -0.8429 0.3982 0.4651 -0.1955 -0.1341 -0.44
O 0.2563 -1.1704 -0.6279 0.0211 0.2749 0.5349 -0.29
C 2.0770 0.0778 0.1376 0.3028 0.2809 -0.0719 -0.32
C 3.0677 0.7722 0.1017 -0.3657 -0.2378 0.0092 0.23
H -2.6262 0.5788 -0.0110 0.1016 -0.0475 -0.0359 0.36
H -2.1736 -0.7679 -1.0857 0.0186 0.1131 0.0561 0.31
H -1.3521 0.8004 -1.2290 -0.0664 -0.0524 0.0779 0.30
H -1.1439 -1.1164 1.2011 0.1420 0.0734 -0.1874 0.30
H -0.4442 0.5405 1.0737 0.1239 -0.1951 -0.1740 0.32
H 3.9387 1.3870 0.0480 -0.1240 -0.0905 0.0102 0.40
```
Forces are in eV/Å.

Output
* Kohn-Sham gap: 8.1 eV
* relative energy (zero: lowest compared OMol25 entry of this formula, charge and spin): 621.9 kJ/mol



[6]
Here is the molecule C3HN3 from the Open Molecules 2025 dataset. Energies are from ωB97M-V with the def2-TZVPD basis set.

The geometry in XYZ format:
```
7
Properties=species:S:1:pos:R:3:forces:R:3:mulliken_charge:R:1
C -0.6670 -0.8295 0.0599 -0.2924 -0.8964 -0.3656 -0.27
C 0.3176 -0.6824 -0.8663 1.2779 0.7360 -0.7766 0.26
C 1.1923 1.3867 -0.1853 0.7964 0.6437 -0.3320 -0.10
N -0.6380 0.2470 0.8589 -0.3843 -0.0446 0.4373 0.03
N 1.0727 0.2994 -0.9052 -1.6582 -1.3889 0.6751 -0.12
N 0.1007 1.1964 0.8199 0.2915 0.9831 0.3942 -0.22
H -1.3782 -1.6175 0.2182 -0.0309 -0.0329 -0.0323 0.42
```
Forces are in eV/Å.

Output
* Kohn-Sham gap (alpha / beta): 8.1 / 8.1 eV
* relative energy (zero: lowest compared OMol25 entry of this formula, charge and spin): 388.9 kJ/mol



Number 1: strongest force on any atom 3.71 eV/A. Number 2: strongest force on any atom 1.99 eV/A. Number 3: strongest force on any atom 1.61 eV/A. Number 4: strongest force on any atom 1.73 eV/A. Number 5: strongest force on any atom 0.60 eV/A. Number 6: strongest force on any atom 2.27 eV/A.